Entry from the OMol25 dataset: CH3BO5Zn as an isolated structure at a distorted geometry (ωB97M-V/def2-TZVPD).

As for the total energy: -60396.4034 eV. For the LUMO energy, the calculation gives -15.51 eV. As for the total charge: +2.

Last column: natural (NBO) charge in e.
Cartesian coordinates (Å):
O1 -1.36350 -0.63047 -0.43667  -0.51
C1 -0.23182 -0.73825 -0.76238  0.82
O2 0.16963 -1.56245 -1.74222  -0.73
O3 0.74076 0.07133 -0.36072  -0.71
B1 0.55768 0.63187 1.00594  1.32
O4 0.52368 -0.18145 2.05044  -0.86
O5 0.51262 1.98034 1.11336  -0.85
H1 -0.04297 -2.48959 -1.50652  0.58
H2 -0.34671 -0.23052 2.47735  0.55
H3 -0.21846 2.36722 0.61483  0.50
Zn1 -0.30090 0.78198 -2.45341  1.88